# 1
{
  "formula": "C20H68N16O20",
  "method": "ωB97M-V/def2-TZVPD",
  "elements": ["C", "O", "N", "N", "H", "H", "H", "H", "C", "O", "N", "N", "H", "H", "H", "H", "C", "O", "N", "N", "H", "H", "H", "H", "C", "O", "N", "N", "H", "H", "H", "H", "C", "O", "N", "N", "H", "H", "H", "H", "C", "O", "N", "N", "H", "H", "H", "H", "C", "O", "N", "N", "H", "H", "H", "H", "C", "O", "N", "N", "H", "H", "H", "H", "C", "C", "O", "O", "H", "H", "H", "H", "H", "H", "C", "C", "O", "O", "H", "H", "H", "H", "H", "H", "C", "C", "O", "O", "H", "H", "H", "H", "H", "H", "C", "C", "O", "O", "H", "H", "H", "H", "H", "H", "C", "C", "O", "O", "H", "H", "H", "H", "H", "H", "C", "C", "O", "O", "H", "H", "H", "H", "H", "H"],
  "coordinates": [[-34.7464, 6.5396, -8.5530], [-34.2460, 5.9379, -9.4962], [-34.1024, 6.6518, -7.3567], [-36.0472, 6.9861, -8.5898], [-34.4578, 7.2346, -6.6197], [-33.2291, 6.1588, -7.2373], [-36.4532, 7.1479, -7.6865], [-36.5812, 6.7372, -9.3995], [-30.3003, 8.9914, -5.6156], [-29.6643, 9.9569, -5.1989], [-29.7200, 7.8647, -6.0831], [-31.6667, 8.9845, -5.5753], [-28.7328, 7.7479, -5.9237], [-30.3088, 7.0545, -6.2207], [-32.1937, 8.3401, -6.1420], [-32.0318, 9.8997, -5.3456], [-30.6721, 13.2206, -5.9788], [-31.5760, 12.6062, -5.3884], [-29.3803, 12.8442, -5.9296], [-30.9954, 14.2355, -6.8392], [-28.6845, 13.4948, -6.2427], [-29.1562, 11.9313, -5.5721], [-31.9390, 14.5725, -6.8506], [-30.2370, 14.8267, -7.1333], [-24.9154, 5.8751, -6.4030], [-24.1638, 5.9525, -7.3705], [-24.4900, 6.0089, -5.1085], [-26.2486, 5.6872, -6.5555], [-25.1991, 6.0506, -4.3975], [-23.5060, 5.9654, -4.9295], [-26.8695, 5.5712, -5.7704], [-26.5984, 5.6382, -7.4955], [-29.8365, 12.7105, -2.0659], [-29.3089, 12.4956, -0.9771], [-30.0065, 13.9789, -2.5483], [-30.3804, 11.7235, -2.8230], [-30.5160, 14.1328, -3.3986], [-29.7618, 14.7773, -1.9970], [-30.3824, 10.7999, -2.4147], [-30.7239, 11.9327, -3.7496], [-31.1803, 4.7416, -7.6440], [-31.2223, 5.8376, -7.0592], [-31.8275, 3.6647, -7.1606], [-30.3901, 4.5445, -8.7350], [-31.8179, 2.7621, -7.5947], [-32.4343, 3.8870, -6.3654], [-29.7260, 5.2429, -9.0245], [-30.3005, 3.5961, -9.0498], [-33.3174, 10.2976, -6.5861], [-33.5475, 9.5612, -5.6390], [-32.0938, 10.4164, -7.1834], [-34.3068, 11.0313, -7.1869], [-31.3893, 9.7505, -6.9199], [-32.0022, 10.9204, -8.0449], [-35.2416, 10.9611, -6.8309], [-34.1199, 11.7353, -7.8755], [-33.6578, 5.1473, -4.3274], [-33.3775, 4.0731, -4.8482], [-32.8372, 6.2371, -4.3714], [-34.7669, 5.2914, -3.5451], [-33.0802, 7.0804, -3.8830], [-32.0710, 6.2700, -5.0267], [-35.2738, 4.4518, -3.3355], [-35.0558, 6.1850, -3.1956], [-28.4186, 4.2573, -4.4759], [-27.9585, 2.8164, -4.4844], [-26.8018, 2.6301, -5.2980], [-27.4064, 5.0834, -3.8620], [-29.3703, 4.3631, -3.9566], [-28.5342, 4.5806, -5.5125], [-28.7403, 2.1489, -4.8545], [-27.8148, 2.4388, -3.4627], [-26.2302, 3.3637, -5.0345], [-27.8489, 5.6004, -3.1699], [-32.3265, 7.3170, -10.7924], [-31.1959, 6.8655, -9.9117], [-30.6211, 7.9969, -9.2631], [-31.8431, 8.1410, -11.8570], [-33.0769, 7.8702, -10.2230], [-32.8123, 6.4454, -11.2273], [-30.3964, 6.3993, -10.5144], [-31.4351, 5.9508, -9.3525], [-30.0071, 7.7072, -8.5743], [-31.3944, 8.8773, -11.4266], [-33.7160, 12.0825, -2.8695], [-34.9702, 11.3311, -3.2466], [-36.1109, 11.9796, -2.6929], [-33.5870, 13.3169, -3.5615], [-32.8276, 11.4703, -3.0758], [-33.7001, 12.1893, -1.7820], [-34.8913, 10.3026, -2.8858], [-35.0993, 11.2414, -4.3270], [-36.3884, 12.6869, -3.2783], [-33.0819, 13.0748, -4.3511], [-28.5177, 7.2878, -1.5773], [-28.8261, 8.7672, -1.6474], [-30.2063, 9.0851, -1.4859], [-29.3362, 6.4970, -2.4284], [-28.5586, 6.9641, -0.5337], [-27.4850, 7.1825, -1.9176], [-28.4729, 9.2000, -2.5969], [-28.2766, 9.3897, -0.9393], [-30.6745, 8.5637, -2.1505], [-30.2144, 6.3398, -2.0715], [-27.6508, 6.9833, -10.1046], [-26.2385, 7.4727, -10.3916], [-25.2923, 6.4099, -10.4971], [-27.9600, 6.5780, -8.7844], [-27.8055, 6.0783, -10.7028], [-28.3886, 7.6771, -10.5286], [-25.8917, 8.1181, -9.5759], [-26.2211, 7.9911, -11.3477], [-25.1593, 6.0323, -9.6167], [-27.7375, 7.2962, -8.1553], [-25.9682, 9.5818, -6.8057], [-25.9947, 10.0942, -5.3711], [-27.0618, 11.0090, -5.1105], [-27.1822, 8.9877, -7.2772], [-25.2089, 8.7887, -6.7941], [-25.5963, 10.3055, -7.5320], [-25.0764, 10.6675, -5.2185], [-25.9880, 9.3262, -4.5912], [-27.8895, 10.5127, -5.2222], [-27.7338, 9.6848, -7.6501]],
  "atomic_forces_ev_per_a": [[-0.16, -1.63, -0.38], [-0.26, 0.22, 0.33], [-0.25, 0.43, 0.02], [0.97, 0.57, 0.56], [0.10, 0.01, 0.10], [0.05, 0.30, -0.07], [-0.61, 0.02, -0.29], [-0.18, -0.04, 0.09], [0.24, -1.53, 1.02], [0.44, 0.63, -0.07], [0.20, 0.10, -0.01], [5.90, -2.62, 3.26], [0.03, 0.08, -0.07], [0.32, -0.20, -0.29], [0.29, -0.09, 0.39], [1.19, -1.25, 1.04], [-1.23, -0.90, -0.27], [0.42, 0.31, -0.02], [-0.35, 0.70, -0.19], [0.86, -0.01, 0.18], [0.36, -0.38, 0.01], [0.07, 0.08, 0.32], [0.01, 0.17, 0.23], [-0.33, 0.25, -0.27], [0.34, 0.23, -0.43], [-0.03, -0.07, 0.13], [-0.50, -0.03, -0.39], [-0.25, 0.11, 0.20], [0.35, -0.20, 0.34], [-0.01, 0.11, 0.17], [0.19, 0.07, -0.03], [-0.15, -0.08, -0.06], [-0.34, -0.20, 1.08], [0.10, 0.09, -0.30], [0.13, 0.19, -0.68], [0.33, 0.43, -0.05], [-0.18, 0.01, 0.10], [0.13, -0.17, 0.21], [0.09, 0.09, -0.20], [-0.11, -0.37, 0.09], [1.38, -1.02, 0.25], [-0.57, -0.03, -0.01], [-0.32, 0.88, 0.22], [-0.14, -1.17, 0.80], [-0.10, 0.02, -0.08], [-0.01, -0.65, 0.01], [0.24, -0.14, 0.25], [0.31, 0.05, -0.23], [-1.09, 1.11, -2.41], [-5.84, 1.18, 0.00], [-0.78, 1.46, -1.98], [0.01, 0.00, 0.18], [-0.26, 0.99, -1.45], [-0.27, 0.14, -0.12], [0.06, 0.00, 0.16], [0.09, -0.02, -0.04], [0.41, -0.06, 0.68], [-0.12, 0.13, -0.22], [-0.16, 0.10, 0.01], [0.20, -0.02, -0.30], [0.02, 0.14, -0.17], [-0.11, -0.24, -0.05], [-0.19, 0.12, -0.02], [-0.12, -0.08, 0.14], [0.31, -0.19, 0.08], [-0.23, -0.67, 0.10], [-0.41, 0.44, 0.60], [-0.21, -0.09, -0.02], [-0.01, 0.03, 0.02], [-0.25, 0.02, -0.09], [-0.06, 0.27, -0.42], [0.37, 0.36, 0.07], [0.35, -0.23, -0.25], [-0.09, -0.22, -0.30], [0.39, 0.19, -0.31], [0.48, -0.67, -0.85], [-0.43, 0.05, 0.55], [-0.01, 0.11, 0.04], [0.08, -0.09, 0.09], [0.06, 0.19, -0.09], [-0.12, 0.47, -0.70], [-0.95, 1.96, 0.18], [-0.15, -0.14, -0.07], [0.06, -0.01, -0.12], [0.55, -0.71, -0.23], [-0.10, 0.42, -0.18], [-0.30, -0.52, 0.24], [-0.21, -0.22, 0.25], [-0.21, -0.08, -0.10], [-0.17, 0.57, -0.07], [-0.30, 0.08, 0.34], [0.28, 0.10, -0.10], [0.20, 0.09, -0.04], [0.11, 0.36, -0.06], [0.15, 0.66, 0.82], [0.12, 1.22, -0.87], [0.02, -0.68, 0.07], [0.16, 0.05, -0.36], [-0.16, -0.28, -0.10], [-0.02, -0.22, -0.01], [-0.23, -0.37, -0.23], [-0.08, -0.48, 0.48], [-0.08, 0.16, -0.04], [0.09, 0.05, 0.31], [-0.28, -0.39, -1.49], [0.42, -0.75, 0.89], [-0.34, -0.04, -0.05], [0.19, 0.43, 0.67], [0.21, 0.00, -0.02], [0.03, 0.31, 0.53], [-0.23, 0.41, -0.20], [-0.05, 0.12, 0.04], [0.25, 0.10, 0.03], [0.02, -0.09, -0.37], [0.86, -0.98, 0.29], [-0.45, 1.15, 0.04], [0.27, -0.26, -0.44], [-0.02, 0.17, 0.18], [-0.17, -0.09, -0.23], [-0.25, 0.36, 0.19], [0.05, -0.08, -0.07], [-0.13, -0.41, -0.38], [-0.10, -0.19, 0.27], [-0.06, 0.00, 0.16]],
  "energy_ha": -3183.896265,
  "total_charge": 0,
  "homo_lumo_gap_ev": 8.8193,
  "e_homo_ev": -8.919,
  "multiplicity": 1,
  "e_above_lowest_kcal_mol": 82.4
}

***

# 2
{
  "formula": "C20H70N2O15",
  "method": "ωB97M-V/def2-TZVPD",
  "elements": ["C", "C", "O", "H", "H", "H", "H", "H", "H", "C", "C", "O", "H", "H", "H", "H", "H", "H", "C", "C", "O", "H", "H", "H", "H", "H", "H", "C", "C", "O", "H", "H", "H", "H", "H", "H", "C", "C", "O", "H", "H", "H", "H", "H", "H", "C", "O", "N", "N", "H", "H", "H", "H", "C", "O", "H", "H", "H", "H", "C", "O", "H", "H", "H", "H", "C", "O", "H", "H", "H", "H", "C", "O", "H", "H", "H", "H", "C", "O", "H", "H", "H", "H", "C", "O", "H", "H", "H", "H", "C", "O", "H", "H", "H", "H", "C", "O", "H", "H", "H", "H", "C", "O", "H", "H", "H", "H"],
  "coordinates": [[6.1820, 10.6630, 16.8050], [7.2140, 9.5520, 17.0100], [7.2190, 8.7520, 15.7730], [5.8360, 11.1440, 17.6640], [5.3550, 10.1950, 16.3740], [6.3740, 11.4110, 16.0510], [6.8820, 8.8880, 17.8070], [8.2470, 9.8330, 17.2570], [8.0620, 8.2340, 15.7880], [11.6700, 8.3120, 13.2270], [10.4050, 7.8110, 12.5400], [10.6220, 6.5450, 11.9970], [11.5480, 9.2950, 13.7590], [12.5100, 8.4450, 12.5000], [12.0550, 7.6750, 13.9610], [10.2090, 8.5760, 11.7760], [9.5480, 7.9240, 13.2180], [9.7890, 6.1070, 11.9150], [12.5790, 14.2330, 17.3470], [12.3330, 13.6470, 18.7090], [11.2810, 14.4220, 19.3960], [13.0080, 15.2750, 17.4340], [11.6990, 14.3360, 16.7650], [13.1740, 13.6160, 16.6570], [13.3090, 13.7270, 19.1960], [12.0470, 12.5560, 18.8620], [11.1960, 14.0040, 20.2910], [10.7840, 6.6370, 19.4910], [9.9490, 7.6940, 18.7920], [8.9940, 8.1770, 19.7330], [11.3360, 6.0430, 18.7720], [10.2820, 5.9290, 20.1490], [11.6720, 7.1440, 19.9900], [9.3860, 7.2630, 18.0390], [10.5640, 8.4670, 18.3440], [8.1820, 7.6800, 19.7290], [12.4150, 12.1480, 12.5950], [10.9930, 11.8040, 12.2020], [10.3090, 12.8620, 11.5730], [12.3880, 13.0550, 13.2390], [13.0430, 12.3480, 11.7470], [12.8140, 11.2880, 13.1060], [10.4630, 11.4030, 13.0200], [10.8940, 11.0240, 11.4640], [10.3220, 12.7150, 10.6640], [11.7790, 9.5810, 21.3750], [12.8790, 9.6180, 22.2000], [11.8110, 10.2220, 20.2200], [10.7090, 8.9400, 21.7180], [12.6780, 10.5460, 19.9310], [11.0040, 10.4610, 19.6650], [10.7860, 8.4270, 22.6320], [10.0260, 8.6840, 20.9960], [11.2040, 11.1980, 16.0540], [9.9820, 10.7530, 15.4300], [12.0150, 10.8000, 15.4170], [11.2090, 10.9270, 17.1530], [11.2200, 12.2820, 15.9920], [9.8320, 9.8380, 15.5470], [8.6780, 13.5640, 14.3950], [8.2440, 12.9870, 15.5780], [8.2380, 14.5710, 14.3150], [8.4240, 13.0290, 13.5000], [9.7560, 13.7230, 14.3690], [8.8190, 12.2330, 15.7140], [14.7860, 12.5670, 15.0390], [15.8640, 12.9500, 15.8170], [14.1380, 11.9430, 15.6660], [14.9900, 11.9480, 14.1330], [14.0530, 13.2920, 14.6820], [15.6760, 13.7590, 16.3010], [15.4180, 9.0150, 15.4540], [14.1890, 9.3710, 14.9490], [15.3530, 8.3880, 16.3290], [16.0550, 9.8580, 15.5830], [16.0120, 8.4010, 14.7790], [14.3680, 9.6180, 14.0020], [9.0300, 12.3450, 18.5790], [9.3770, 11.1100, 19.1170], [8.1090, 12.1280, 18.0150], [9.8060, 12.6990, 17.8940], [8.8950, 13.0830, 19.4350], [8.8070, 10.8460, 19.8030], [7.5890, 10.3300, 12.8980], [6.3300, 10.0430, 13.5600], [7.8030, 9.3600, 12.4390], [8.3850, 10.6910, 13.5510], [7.4860, 11.0540, 12.1700], [6.5570, 9.6420, 14.3950], [14.3520, 10.7620, 18.0580], [14.4100, 10.8860, 19.4800], [13.6060, 11.4920, 17.6800], [13.8750, 9.8010, 17.8620], [15.2980, 10.9770, 17.7200], [14.9780, 11.6530, 19.7260], [12.8360, 7.0570, 16.9490], [12.2840, 8.1650, 16.3560], [12.2000, 6.2060, 16.7730], [13.0610, 7.1820, 18.0380], [13.7050, 6.8480, 16.3770], [13.0320, 8.5560, 15.8190], [9.4040, 6.3830, 15.5350], [9.7830, 7.7540, 15.6550], [9.7780, 5.8820, 14.6400], [8.3100, 6.3600, 15.4960], [9.8420, 5.8920, 16.3690], [10.7300, 7.8180, 15.8620]],
  "atomic_forces_ev_per_a": [[1.29, -0.53, -1.01], [-0.14, -0.31, -0.88], [0.91, -0.04, 1.14], [-0.22, 0.67, 1.68], [-1.69, -1.11, -0.44], [0.96, 0.28, -0.05], [-0.15, 0.00, 0.23], [-0.34, 0.34, -0.15], [-0.85, 0.93, -0.12], [0.47, 1.61, -0.88], [0.31, 2.20, 0.36], [0.63, -0.21, 0.14], [-0.31, -0.76, -0.71], [-0.71, -0.07, 0.24], [0.31, -1.36, 1.08], [-0.17, -0.32, -0.38], [0.21, -0.63, 0.02], [-0.75, -0.45, -0.22], [0.38, 0.67, -0.59], [-0.62, -0.52, 1.39], [1.30, -1.05, 0.45], [-0.27, -1.21, -0.01], [-1.35, 0.31, -0.28], [0.36, 0.12, 0.81], [-0.16, 0.12, 0.65], [0.30, 1.15, -1.05], [0.08, 0.63, -1.15], [2.62, 0.61, -0.08], [-0.04, -1.15, 1.58], [0.08, 1.58, 0.26], [-0.30, -0.36, -0.40], [-0.27, 0.43, 0.08], [-1.36, -0.62, 0.11], [-0.90, -0.86, -1.82], [-0.14, 0.44, 0.37], [-0.18, -0.39, -0.25], [-0.81, 0.58, 0.24], [0.42, -0.22, -1.63], [-0.44, 1.41, 2.56], [0.14, -0.69, -0.26], [0.26, 0.20, -0.50], [0.36, -0.21, 0.54], [-0.87, 0.14, 1.33], [0.85, -0.97, -0.14], [0.01, -0.25, -2.20], [7.10, 1.12, 4.16], [-4.73, -0.33, -3.48], [-1.38, -0.17, -0.95], [-2.20, -1.96, 2.08], [1.91, 0.79, -0.19], [-0.34, -0.13, 0.20], [-0.26, 0.84, -1.67], [0.09, -0.01, 0.89], [-0.60, -0.87, 0.05], [0.34, 2.32, 0.06], [0.16, 0.13, 0.97], [0.41, -0.03, -1.27], [-0.10, 0.10, -0.12], [-0.12, -1.75, 0.32], [0.16, 1.64, -0.47], [-0.24, -0.01, 0.53], [0.01, -0.33, 0.02], [-0.30, -0.51, -0.45], [0.35, -0.05, 0.07], [-0.04, -0.69, 0.16], [-2.25, -1.49, -0.30], [1.08, 0.47, -0.24], [0.00, -0.39, -0.22], [0.79, 0.57, 0.74], [0.69, 0.89, 0.01], [-0.13, 0.00, -0.14], [2.22, -1.18, -0.08], [-0.73, 0.52, -2.15], [-0.34, 0.32, 0.59], [0.37, 0.95, 0.78], [-0.24, -0.35, -0.53], [-0.85, -0.33, 1.33], [-1.37, 0.97, 0.59], [2.32, -0.95, -0.87], [0.13, 1.08, 0.04], [-0.17, -0.10, 0.33], [-0.03, -0.52, -1.43], [-1.22, -0.42, 1.20], [-0.88, -2.48, 1.65], [0.38, 1.50, -1.01], [0.92, 0.32, -0.28], [-0.08, -0.36, 0.33], [-0.70, 1.50, -1.64], [0.24, -0.46, 0.58], [-2.95, 0.67, 1.67], [0.72, 0.73, 0.46], [0.54, -0.10, -0.14], [0.70, -0.21, -0.22], [2.01, -0.09, -1.67], [-0.72, -0.93, -0.29], [0.54, -1.02, 1.04], [0.24, 2.03, -0.71], [-0.43, -0.51, 0.35], [-0.12, -0.08, -0.88], [1.33, -0.68, 0.03], [-1.46, 0.18, 0.26], [-0.01, 0.65, -0.61], [-0.50, -0.14, -0.53], [0.14, 0.29, -0.24], [0.21, -0.33, 0.31], [-0.20, -0.98, 0.90], [0.35, 0.21, 0.01]],
  "energy_ha": -2041.835097,
  "total_charge": 0,
  "homo_lumo_gap_ev": 8.3068,
  "e_homo_ev": -8.229,
  "multiplicity": 1,
  "e_above_lowest_kcal_mol": 0.0
}